(1)
This record from OMol25 describes one molecule with the formula C10H16N4O4. The level of theory is ωB97M-V/def2-TZVPD.

Last column: natural (NBO) charge in e.
Atoms and positions in Å:
O 0.120 0.278 -3.268  -0.58
C 2.971 -0.098 0.403  0.19
H 3.293 -1.125 0.667  0.21
H 4.839 0.883 0.168  0.43
H -3.194 -1.958 -0.963  0.37
C -1.233 -1.638 1.759  0.14
H -1.924 -3.672 1.445  0.23
O -0.023 -1.872 1.047  -0.81
H 1.497 1.992 -3.773  0.50
C -0.463 1.584 -1.325  -0.16
C 2.981 2.034 -0.002  -0.09
H -0.684 -3.487 2.729  0.22
O -2.387 1.346 0.692  -0.64
C 1.704 1.540 0.015  0.09
H -0.434 -0.445 -1.147  0.44
H -1.642 -2.482 -0.676  0.38
N -0.940 0.369 -0.738  -0.62
H -0.147 2.524 0.629  0.26
H -2.416 -2.973 2.976  0.21
N 3.800 0.930 0.079  -0.52
H 3.401 3.017 -0.107  0.22
H 0.831 3.246 -0.777  0.23
H 0.568 -1.067 0.817  0.51
N 1.730 0.234 0.350  -0.51
N -2.497 -2.084 -0.261  -0.86
H -1.300 2.245 -1.622  0.25
C -1.885 0.335 0.218  0.65
C -2.299 -0.987 0.687  -0.17
O 0.932 2.390 -3.084  -0.69
C 0.460 2.314 -0.318  -0.43
H -1.061 -0.835 2.553  0.17
C -1.589 -3.026 2.274  -0.63
H -3.223 -0.821 1.186  0.22
C 0.214 1.308 -2.632  0.79

Output
relative energy (zero: lowest compared OMol25 entry of this formula, charge and spin)	1.1138	eV
HOMO-LUMO gap	9.0	eV

---

(2)
This record from OMol25 describes a 2-piece molecular cluster, C2H9N5O2 overall. The level of theory is ωB97M-V/def2-TZVPD.

Last column: natural (NBO) charge in e.
Atoms and positions in Å:
H 3.313 -0.873 -1.438  0.47
H 1.990 -1.676 -0.704  0.45
H -3.525 0.774 -1.145  0.44
N -2.666 -0.347 1.003  -0.78
H 3.192 1.969 0.408  0.47
O 0.565 -2.064 0.348  -0.50
H 1.696 1.680 1.211  0.47
H -3.701 -0.271 1.106  0.45
O -0.746 -0.293 -0.304  -0.39
N 2.362 1.258 0.518  -0.77
N -2.558 0.537 -1.156  -0.73
N 0.099 -0.928 0.749  0.20
N 2.516 -0.814 -0.715  -0.76
H 0.762 -2.647 1.080  0.55
C 2.177 0.164 -0.047  0.70
C -2.042 -0.109 -0.103  0.80
H -1.899 0.649 -1.942  0.46
H -2.485 -0.853 1.900  0.48

Output
relative energy (zero: lowest compared OMol25 entry of this formula, charge and spin)	3.0531	eV
HOMO-LUMO gap (alpha / beta)	8.9 / 9.5	eV
charge	+2

---

(3)
This record from OMol25 describes a 3-piece molecular cluster, C22H50BrN4O10S overall. The level of theory is ωB97M-V/def2-TZVPD.

Last column: Löwdin charge in e.
Atoms and positions in Å:
H -0.332 -2.591 -1.371  0.11
H -2.826 0.322 0.362  0.10
H 1.637 6.187 6.605  0.09
N 4.405 -1.137 -1.263  0.04
H -0.462 1.495 2.759  0.07
H 7.428 -4.426 -2.208  0.10
H 1.705 2.646 2.457  0.12
C 1.744 5.326 5.941  -0.11
H 0.716 1.086 4.025  0.09
H -1.418 4.300 3.635  0.11
C 0.733 -0.511 -1.857  -0.17
H 2.137 4.478 6.520  0.09
C 6.628 -3.239 -0.607  -0.30
C 0.053 5.763 4.329  -0.18
H -3.072 2.196 -1.233  0.12
N 2.021 -0.920 -2.524  -0.05
H 3.140 -2.561 -3.394  0.13
O -4.863 0.265 0.856  -0.20
H 2.459 5.541 5.149  0.08
H -0.892 -1.097 -0.369  0.10
O 0.302 4.100 2.474  -0.13
O -6.910 1.272 -1.161  -0.21
O -4.044 0.631 -2.062  -0.14
H -3.812 -1.539 0.844  0.08
H 2.170 -1.812 0.254  0.06
C -0.604 4.907 3.238  -0.17
H 5.769 -0.321 -2.884  0.14
O 3.237 -5.246 -4.014  -0.37
H 5.325 -2.157 -3.052  0.13
C 0.942 -2.978 -3.823  -0.15
H -0.475 -4.765 -3.850  0.15
H -6.871 3.051 -2.248  0.08
C -2.125 1.821 4.487  -0.10
H -0.090 -0.270 -2.689  0.15
Br 0.399 -1.158 2.194  0.66
H -4.190 -0.849 2.460  0.09
H 4.099 -2.048 -0.857  0.10
H -5.241 -0.832 -1.183  0.11
H -0.685 6.469 4.727  0.13
S 1.846 -5.797 -3.618  0.81
H 2.239 -3.072 -1.821  0.13
C 5.548 -1.299 -2.257  -0.18
C 0.081 -1.610 -0.834  -0.22
O 2.090 -6.674 -2.139  -0.22
H -4.796 2.259 -0.999  0.11
H 0.840 0.501 -1.237  0.14
H 0.300 -4.533 -2.134  0.10
N 7.208 -4.522 -1.180  0.09
C -7.447 2.548 -1.472  -0.11
H -7.392 3.167 -0.565  0.09
H 0.006 -2.278 -3.890  0.12
H -2.458 1.947 3.450  0.07
H -5.468 -1.587 1.462  0.10
C 3.251 -0.347 -1.860  -0.15
H -8.493 2.453 -1.772  0.09
H 7.066 -0.929 -0.593  0.14
H -3.518 1.777 1.111  0.12
H -1.064 5.591 2.515  0.13
H 0.886 6.330 3.896  0.12
C 0.542 -4.488 -3.294  -0.24
H -6.442 1.161 -3.203  0.12
O 1.314 -6.855 -4.647  -0.35
H -2.197 0.773 4.784  0.09
C 6.891 -1.794 -1.394  -0.09
C -4.552 -0.989 1.439  -0.10
C 0.979 3.049 3.172  -0.17
H 4.329 1.501 -2.056  0.16
C -5.206 -0.210 -2.077  -0.17
C -6.532 0.523 -2.316  -0.18
H 1.772 -6.083 -1.370  0.10
C 0.088 1.887 3.624  -0.24
O 0.480 4.949 5.421  -0.21
O 5.936 -3.333 0.559  -0.09
H 1.389 -3.028 -4.928  0.15
C -3.944 1.578 -0.993  -0.17
N 3.396 1.046 -1.821  0.16
C 2.121 -2.402 -2.791  -0.18
H 7.821 -1.890 -2.110  0.13
H -5.054 -0.899 -2.916  0.12
O -0.799 2.288 4.671  -0.20
C 1.032 -1.998 0.458  -0.56
H 1.571 3.451 3.996  0.11
H 6.485 -5.278 -1.021  0.11
H 2.623 1.707 -1.576  0.14
C -3.709 0.972 0.395  -0.18
H -7.325 -0.214 -2.491  0.13
H -2.784 2.420 5.123  0.10
H 0.910 -3.172 0.629  0.08

Output
HOMO-LUMO gap	5.9	eV
charge	+1

---

(4)
This record from OMol25 describes a 2-piece molecular cluster, C2H2ClNO overall. The level of theory is ωB97M-V/def2-TZVPD.

Last column: natural (NBO) charge in e.
Atoms and positions in Å:
C 1.532 0.011 -0.425  0.26
H -2.371 -0.225 -1.522  0.24
H 2.084 0.556 1.405  0.49
O 2.011 0.801 0.435  -0.63
C -2.243 0.109 -0.487  0.08
Cl 1.073 -1.660 0.013  -0.12
N -2.086 0.408 0.582  -0.32

Output
relative energy (zero: lowest compared OMol25 entry of this formula, charge and spin)	2.3075	eV
HOMO-LUMO gap	9.8	eV

---

(5)
This record from OMol25 describes one molecule with the formula C3H2INO2. The level of theory is ωB97M-V/def2-TZVPD.

Last column: natural (NBO) charge in e.
Atoms and positions in Å:
O -2.648 -0.213 0.069  -0.64
O 0.806 2.468 -0.022  -0.52
C -0.298 0.229 -0.039  -0.59
N -1.525 2.021 0.040  -0.51
H -0.158 -0.321 0.967  0.24
I -4.684 -0.203 -0.074  0.48
H 0.078 -0.313 -0.965  0.25
C -0.160 1.767 -0.058  0.66
C -1.718 0.713 0.001  0.62

Output
relative energy (zero: lowest compared OMol25 entry of this formula, charge and spin)	1.9003	eV
HOMO-LUMO gap	7.7	eV

---

Ordered max |F| results: 0.077; 0.103; 0.160; 0.085; 0.048; unit Eh/bohr.
Ordered DFT total energy results: -910.66796; -505.04695; -4811.20312; -667.48040; -618.35797; unit Eh.